No. 1
156
Properties=species:S:1:pos:R:3 method="wB97M-V/def2-TZVPD" gap_ev=8.89 relative_energy_ev=10.434
C 4.3775 -1.1803 2.8586
O 3.9279 -1.2572 4.1801
H 5.4617 -1.2804 2.8077
H 4.0599 -2.0778 2.3278
H 4.0391 -0.2386 2.4265
H 4.3315 -1.9792 4.6674
C -4.1475 4.7694 2.0418
O -3.7536 6.0118 2.6702
H -4.5206 4.1326 2.8440
H -4.9109 4.9073 1.2762
H -3.2873 4.4084 1.4781
H -4.5103 6.5118 2.9849
C 1.7809 1.2995 4.8462
O 0.4781 1.0733 5.3712
H 1.9897 2.3658 4.7595
H 2.5667 0.9139 5.4957
H 1.9901 0.9917 3.8217
H 0.4067 0.1239 5.4938
C -1.3099 4.8318 -4.0490
O -2.5255 4.7251 -3.3043
H -0.4070 4.5680 -3.4982
H -1.5496 4.1113 -4.8310
H -1.1897 5.8386 -4.4489
H -2.9963 5.5314 -3.5274
C -3.6752 -1.9754 1.5496
O -2.6335 -1.1430 2.1010
H -3.9981 -2.7058 2.2914
H -4.4446 -1.3346 1.1190
H -3.2947 -2.5997 0.7411
H -2.1510 -1.6077 2.7886
C 5.8117 -0.3835 -5.4625
O 4.7170 0.0145 -4.6022
H 5.4072 -0.9627 -6.2925
H 6.1567 0.5925 -5.8040
H 6.6048 -0.9178 -4.9395
H 4.2760 -0.8217 -4.4355
C 2.0142 -1.9365 -3.7942
O 3.2162 -2.1449 -4.4530
H 1.6890 -2.7840 -3.1908
H 2.1599 -1.1154 -3.0923
H 1.3177 -1.6084 -4.5657
H 3.0261 -2.6964 -5.2154
C -3.9778 -2.8143 -4.6604
O -4.5024 -3.6727 -3.6581
H -3.4946 -3.3281 -5.4914
H -4.8053 -2.1809 -4.9799
H -3.2974 -2.1448 -4.1342
H -4.6644 -4.5659 -3.9706
C 1.3179 -2.4439 6.2350
O 1.1381 -1.7438 5.0045
H 1.9641 -3.3127 6.1097
H 1.5568 -1.8289 7.1027
H 0.3298 -2.8637 6.4231
H 1.9470 -1.5051 4.5459
C 4.3801 3.2005 1.9732
O 3.2607 3.8943 1.3671
H 5.1227 3.9303 2.2957
H 4.1070 2.5015 2.7636
H 4.8053 2.7106 1.0972
H 3.4171 4.0444 0.4319
C -5.5469 1.2234 0.0615
O -5.2914 2.2039 1.0306
H -6.4680 0.8092 0.4716
H -5.6799 1.8190 -0.8416
H -4.6600 0.5964 -0.0309
H -5.4729 1.8718 1.9128
C 1.7621 1.6730 -3.4868
O 3.0534 2.0394 -3.8037
H 1.7285 1.4674 -2.4169
H 0.9715 2.3476 -3.8152
H 1.6120 0.7169 -3.9882
H 3.5042 1.2972 -4.2129
C 1.0538 6.1817 1.3588
O 0.5123 6.8434 0.2276
H 0.5943 6.5652 2.2698
H 0.9149 5.1007 1.3667
H 2.1113 6.4121 1.2298
H -0.3842 7.1794 0.2970
C 2.9402 -5.3172 -1.1837
O 3.0629 -5.8715 0.0915
H 3.1403 -4.2582 -1.0202
H 3.5235 -5.8371 -1.9436
H 1.9234 -5.4158 -1.5637
H 2.2082 -6.2250 0.3487
C 1.4226 -3.2079 1.3927
O 0.7329 -3.4099 0.1719
H 1.7692 -4.1851 1.7290
H 2.3050 -2.5774 1.2838
H 0.7558 -2.7273 2.1086
H 0.8008 -2.5528 -0.2553
C 2.2027 4.9022 -1.6967
O 3.2233 3.9265 -1.5354
H 1.7605 4.7978 -2.6875
H 1.3671 4.6292 -1.0521
H 2.6485 5.7969 -1.2623
H 2.9124 3.3286 -2.2191
C -0.9972 -5.2915 -3.1666
O -0.5639 -4.2137 -3.8991
H -0.7583 -6.2923 -3.5264
H -0.7297 -5.2614 -2.1103
H -2.0862 -5.3368 -3.1668
H -0.8558 -3.3923 -3.4970
C -1.0087 -6.4772 0.8780
O 0.2274 -6.1793 0.3130
H -0.8118 -6.8823 1.8706
H -1.6888 -5.6314 0.9788
H -1.6079 -7.2574 0.4084
H 0.4237 -5.2396 0.3178
C -2.8200 0.6748 -5.4469
O -2.4482 1.3222 -6.6311
H -3.4022 1.3683 -4.8401
H -3.4434 -0.1920 -5.6660
H -1.9566 0.2915 -4.9031
H -1.5039 1.4945 -6.6183
C -2.8706 0.6466 4.7598
O -3.1366 1.0648 3.4831
H -1.8241 0.4929 5.0232
H -3.3033 1.4412 5.3676
H -3.5428 -0.1419 5.0983
H -2.9908 0.3114 2.9063
C -1.8714 -3.5681 4.5245
O -1.4466 -2.2082 4.3562
H -2.8991 -3.6672 4.1751
H -1.2031 -4.2390 3.9846
H -1.9197 -3.7956 5.5894
H -0.5324 -2.0836 4.6215
C 0.7211 0.4116 0.4987
O 1.0783 -0.3591 -0.6734
H 1.5666 0.6759 1.1339
H 0.1366 1.2950 0.2416
H 0.0835 -0.1472 1.1838
H 0.2552 -0.5831 -1.1138
C -2.3124 -1.1821 -1.5623
O -1.1181 -0.8176 -2.1689
H -2.2426 -0.8807 -0.5171
H -3.1825 -0.6401 -1.9326
H -2.3738 -2.2675 -1.4822
H -1.1123 0.1311 -2.3156
C 4.2553 -1.1078 -1.0051
O 3.6969 -0.3198 -0.0310
H 5.1762 -1.6067 -0.7035
H 3.5575 -1.9053 -1.2605
H 4.4532 -0.6197 -1.9594
H 2.7584 -0.2669 -0.2262
C -2.3320 2.3408 -1.0276
O -1.7505 2.1214 -2.2586
H -3.3945 2.5717 -1.1039
H -2.2386 1.3955 -0.4929
H -1.9978 3.2703 -0.5667
H -1.9297 2.8817 -2.8167
C -1.2251 3.6906 4.1607
O -0.9946 3.2446 5.5368
H -1.7493 4.6389 4.2788
H -0.2260 3.8726 3.7646
H -1.6810 2.9399 3.5151
H -0.4262 2.4723 5.4922

=====

No. 2
53
Properties=species:S:1:pos:R:3 method="wB97M-V/def2-TZVPD" s2=0.7723 total_charge=-2 gap_ev="3.18 / 3.22" relative_energy_ev=0.000 multiplicity=2
Ti -0.4468 -0.2096 0.8280
Cl -1.0928 -2.0833 3.2395
C 0.6203 -1.7737 3.2962
C 1.1282 -0.9879 2.2721
C 2.4932 -0.7514 2.3322
Cl 3.2009 0.2459 1.0836
C 3.3172 -1.2538 3.3364
Cl 5.0143 -0.9199 3.3526
C 2.7550 -2.0326 4.3442
Cl 3.7480 -2.6638 5.6112
C 1.3863 -2.2971 4.3290
Cl 0.6747 -3.2509 5.5810
Br -4.5016 -12.1541 -3.1036
C -3.8566 -10.4162 -2.6098
C -2.5186 -10.0939 -2.8053
C -2.0569 -8.8445 -2.4510
C -2.9044 -7.8514 -1.8838
C -4.2681 -8.2307 -1.7021
C -4.7257 -9.4836 -2.0583
N -2.3566 -6.6593 -1.5708
N -3.2554 -5.8122 -1.0280
C -2.8912 -4.6062 -0.6860
C -3.9544 -3.7801 -0.1205
C -3.7794 -2.4924 0.2483
C -2.4998 -1.8669 0.1110
O -2.2593 -0.5853 0.5077
C -1.4381 -2.5892 -0.3716
N -0.2221 -1.9124 -0.3766
C 0.8356 -2.5208 -0.9562
C 0.7802 -3.7839 -1.4655
C -0.4360 -4.5323 -1.3664
C -1.5586 -3.9629 -0.8227
H -1.8425 -10.8234 -3.2355
H -1.0151 -8.5865 -2.6006
H -4.9446 -7.5053 -1.2747
H -5.7679 -9.7421 -1.9082
H -4.9176 -4.2666 -0.0248
H -4.5975 -1.9073 0.6552
H 1.7595 -1.9480 -0.9657
H 1.6620 -4.2258 -1.9103
H -0.4916 -5.5495 -1.7154
O -0.5728 1.4330 2.0948
N -0.1959 2.6433 1.7287
C -0.2302 3.6072 2.6762
C 0.1138 4.8986 2.3941
C 0.5088 5.2198 1.0901
C 0.5432 4.2289 0.1417
C 0.1962 2.8986 0.4431
S 0.2476 1.6256 -0.6933
H -0.5493 3.2446 3.6410
H 0.0777 5.6418 3.1774
H 0.7859 6.2331 0.8308
H 0.8465 4.4333 -0.8750

=====

No. 3
59
Properties=species:S:1:pos:R:3 method="wB97M-V/def2-TZVPD" total_charge=-1 gap_ev=6.31 relative_energy_ev=0.345
Ca 0.0957 -0.6535 1.0128
C -0.2815 2.8066 0.1749
C -0.1988 2.6238 1.6509
N 0.0428 1.4927 2.2478
C 0.0391 1.6321 3.6072
C -0.1978 2.8881 4.0629
S -0.4521 3.9250 2.7253
C 0.2230 0.3745 4.3410
C 0.6407 0.1871 5.6166
S 0.6194 -1.4857 5.9740
C 0.0548 -1.8281 4.3951
N -0.1070 -0.7756 3.6468
C -0.1965 -3.2203 3.9253
H -1.1747 2.2937 -0.1890
H 0.5788 2.3493 -0.3177
H -0.3248 3.8622 -0.0892
H -0.2896 3.2189 5.0812
H 0.9560 0.9289 6.3276
H -0.5337 -3.8582 4.7408
H 0.7134 -3.6417 3.4993
H -0.9502 -3.2074 3.1386
O -0.8217 -2.3238 -0.0460
N -0.7036 -2.3565 -1.3102
N 0.0117 -1.4231 -1.7985
O 0.6067 -0.4890 -1.0976
C 0.1328 -1.3714 -3.2282
C -0.2756 -2.4387 -4.0149
C -0.1461 -2.3366 -5.3894
C 0.3841 -1.1904 -5.9697
C 0.7890 -0.1387 -5.1632
C 0.6689 -0.2220 -3.7828
H -0.6928 -3.3193 -3.5528
H -0.4606 -3.1630 -6.0127
H 0.4744 -1.1185 -7.0452
H 1.2003 0.7599 -5.6038
H 0.9663 0.5838 -3.1323
F 3.1942 0.5026 1.1099
C 3.3642 -0.8513 1.2542
C 2.2701 -1.6513 1.4657
C 2.5884 -2.9813 1.5846
F 1.6030 -3.9180 1.7632
C 3.8722 -3.5078 1.5404
F 4.1130 -4.8248 1.6769
C 4.9336 -2.6390 1.3548
F 6.1954 -3.0982 1.3175
C 4.6794 -1.2850 1.2113
F 5.7106 -0.4384 1.0341
F -4.3508 5.3319 -3.2118
C -4.0161 4.1719 -2.6221
C -2.7888 3.5809 -2.8624
F -1.9211 4.1678 -3.7013
C -2.4640 2.3895 -2.2381
F -1.2600 1.8782 -2.5403
C -3.3031 1.7282 -1.3347
S -2.8461 0.2448 -0.5226
C -4.5363 2.3589 -1.1365
F -5.4442 1.8279 -0.3047
C -4.8936 3.5444 -1.7528
F -6.0908 4.1035 -1.5103

=====

No. 4
58
Properties=species:S:1:pos:R:3 method="wB97M-V/def2-TZVPD" s2=3.7767 gap_ev="8.06 / 6.05" multiplicity=4
Re 0.7440 -0.8612 -1.1399
O 4.8154 -0.3130 -0.2048
C 3.7088 -0.6321 -0.4349
O 2.8962 -0.7379 -1.3679
C 2.7571 -1.2984 1.2238
O 3.5037 -1.4013 2.1282
O 1.5850 -1.4684 0.8831
I 1.1176 -3.5709 -1.5405
C 0.0102 -3.5091 -3.2989
C -0.0249 -4.6231 -4.0774
C -0.8439 -4.6163 -5.2294
C -1.6091 -3.5237 -5.5029
C -1.5828 -2.3729 -4.6719
C -2.4354 -1.2748 -4.9360
C -2.4271 -0.1935 -4.1092
C -1.5252 -0.1302 -3.0249
C -0.6339 -1.1379 -2.7285
C -0.7124 -2.3185 -3.5481
H 0.5495 -5.5036 -3.8215
H -0.8709 -5.4879 -5.8700
H -2.2664 -3.5192 -6.3645
H -3.1012 -1.3224 -5.7897
H -3.0993 0.6367 -4.2895
H -1.5428 0.7622 -2.4106
C 1.5641 1.6365 7.2016
C 1.3219 1.8741 5.7335
C 2.1938 1.3611 4.7750
C 1.9628 1.5521 3.4245
C 0.8372 2.2599 3.0173
C -0.0370 2.7924 3.9541
C 0.2134 2.5959 5.3054
S 0.5232 2.4592 1.2899
O -0.6367 3.3142 1.1811
O 1.7583 2.8771 0.6764
N 0.2420 0.9964 0.7336
C -0.9313 0.3595 0.8517
C -2.0139 0.6136 1.7282
C -3.0823 -0.2367 1.7346
C -3.1197 -1.3494 0.8763
C -2.0683 -1.5366 0.0282
N -1.0109 -0.6958 -0.0033
H 2.6102 1.4034 7.3979
H 0.9662 0.7959 7.5601
H 1.2895 2.5098 7.7938
H 3.0712 0.8085 5.0906
H 2.6595 1.1699 2.6906
H -0.8936 3.3613 3.6177
H -0.4622 3.0172 6.0414
H -1.9688 1.4769 2.3737
H -3.9074 -0.0521 2.4113
H -3.9517 -2.0380 0.8695
H -2.0401 -2.3547 -0.6789
Cl 0.9851 4.5805 -1.9447
C 1.0158 3.2717 -3.0979
Cl -0.3739 3.3752 -4.1996
Cl 2.5280 3.2747 -4.0224
C 0.9280 1.9836 -2.3929
N 0.8156 0.9602 -1.8924

=====

No. 5
53
Properties=species:S:1:pos:R:3 method="wB97M-V/def2-TZVPD" s2=6.0348 total_charge=+1 gap_ev="7.03 / 4.29" relative_energy_ev=1.289 multiplicity=5
Ru 11.7563 11.2741 8.7647
O 7.4593 12.9049 12.4132
C 8.4849 12.8987 11.5232
C 8.3698 13.1027 10.1481
C 9.3764 12.6444 9.3285
N 10.5716 12.3101 9.8772
C 10.8580 12.5464 11.2105
C 9.7986 12.8256 12.0435
C 12.3150 12.1837 11.4918
O 12.6604 12.1343 12.6921
O 12.9281 11.9333 10.3812
C 9.3101 12.3826 7.8572
O 8.5393 13.0509 7.1204
O 10.1341 11.5154 7.4154
H 6.6285 13.0214 11.9438
H 7.4525 13.2491 9.6645
H 9.9308 13.1068 13.0945
O 15.1777 9.5992 7.0232
C 14.3302 9.8810 7.8666
O 13.2759 10.6224 7.5465
C 14.5920 9.4823 9.2967
C 15.8999 9.2741 9.6671
C 16.2626 8.8565 10.9545
C 15.2622 8.4845 11.8229
C 13.9006 8.6439 11.4987
C 13.5458 9.1201 10.2322
P 11.8913 9.1218 9.6200
C 12.0283 7.7963 8.4164
C 12.2635 6.4677 8.7924
C 12.2785 5.4146 7.8352
C 11.6601 5.6143 6.6230
C 11.4096 6.9495 6.1716
C 11.7236 8.0100 7.0296
C 10.6661 8.4671 10.8192
C 9.7779 7.4564 10.4511
C 8.9390 6.8840 11.3953
C 9.0918 7.2214 12.7581
C 9.9215 8.1815 13.1426
C 10.6331 8.8992 12.1135
H 16.6801 9.3618 8.9242
H 17.3293 8.8181 11.3519
H 15.4235 7.9963 12.8175
H 13.1882 8.5147 12.3198
H 12.5720 6.1828 9.8174
H 12.7731 4.3822 8.0406
H 11.3585 4.7931 5.9871
H 10.9166 7.1155 5.2707
H 11.6661 9.1166 6.7158
H 9.6302 7.0900 9.4285
H 8.1792 6.1791 11.1393
H 8.5863 6.5753 13.5489
H 10.0277 8.4596 14.2229
H 11.1782 9.7584 12.4685

=====

No. 6
66
Properties=species:S:1:pos:R:3 method="wB97M-V/def2-TZVPD" s2=2.0469 gap_ev="7.99 / 5.88" relative_energy_ev=0.000 multiplicity=3
Au 0.6503 -0.1096 -1.1371
C -5.3931 -3.3890 0.2166
C -4.1662 -2.5267 0.3126
C -4.2317 -1.2208 0.7850
C -3.1003 -0.4436 0.8360
C -1.8466 -0.9316 0.4071
N -0.7979 -0.0521 0.3723
C -0.6569 0.9383 1.3307
C -0.9175 0.5718 2.6638
C -0.6850 1.4407 3.7054
C -0.1935 2.7162 3.4541
C 0.0881 3.6847 4.5688
C 0.0509 3.0822 2.1333
C -0.1564 2.2315 1.0571
C 0.0625 2.7566 -0.3869
O -0.0991 1.8703 -1.3997
C -1.0056 3.8631 -0.6558
F -0.9633 4.9030 0.1964
F -2.2273 3.3150 -0.5432
F -0.8890 4.3627 -1.8873
C 1.5038 3.3505 -0.5162
F 1.7994 3.6274 -1.7854
F 1.7126 4.4822 0.1869
F 2.4033 2.4468 -0.0857
C -1.7634 -2.2716 -0.0686
C -2.9279 -3.0208 -0.0977
C -0.4205 -2.9276 -0.4763
O 0.6961 -2.1710 -0.3572
C -0.5222 -3.3943 -1.9647
F 0.6403 -3.8520 -2.4177
F -0.8674 -2.3403 -2.7371
F -1.4419 -4.3535 -2.1896
C -0.1566 -4.1497 0.4598
F -0.0968 -3.7055 1.7321
F 1.0118 -4.7310 0.1864
F -1.0901 -5.1178 0.4292
H -6.1972 -3.0055 0.8429
H -5.1750 -4.4137 0.5177
H -5.7568 -3.4220 -0.8127
H -5.1813 -0.8034 1.0975
H -3.1684 0.5892 1.1506
H -1.2543 -0.4374 2.8590
H -0.8733 1.1194 4.7226
H -0.3374 3.3421 5.5107
H -0.3200 4.6703 4.3433
H 1.1648 3.8018 4.7081
H 0.4044 4.0856 1.9521
H -2.8879 -4.0434 -0.4392
N 2.9161 -1.7334 1.5340
C 3.6457 -1.0911 0.5832
N 3.1074 -0.6581 -0.5119
C 4.0063 -0.0378 -1.3316
C 5.2733 0.0329 -0.8613
S 5.3481 -0.7331 0.6901
C 3.4485 0.4452 -2.6068
C 4.1050 0.9707 -3.6598
S 2.9898 1.3984 -4.9100
C 1.6842 0.8228 -3.9300
N 2.0743 0.3382 -2.7814
N 0.3997 0.9224 -4.3077
H 2.0382 -2.0841 1.1431
H 3.3978 -2.3400 2.1743
H 6.1484 0.4755 -1.3050
H 5.1638 1.1234 -3.7754
H 0.1484 1.1081 -5.2595
H -0.3152 0.6224 -3.6644

=====

No. 7
53
Properties=species:S:1:pos:R:3 method="wB97M-V/def2-TZVPD" total_charge=-1 gap_ev=6.37 relative_energy_ev=0.863
Mg 2.0471 0.7044 -0.4914
Br 1.5583 2.5541 1.7498
C 1.2533 1.0383 2.8827
C 0.7301 1.3233 4.1127
C 0.5452 0.2941 5.0526
C 0.8999 -0.9836 4.7279
C 1.4197 -1.2938 3.4498
C 1.7586 -2.6248 3.1174
C 2.2393 -2.9251 1.8760
C 2.3861 -1.9100 0.9076
C 2.0870 -0.5851 1.1551
C 1.6061 -0.2726 2.4620
H 0.4711 2.3424 4.3666
H 0.1315 0.5305 6.0245
H 0.7919 -1.7831 5.4529
H 1.6210 -3.4048 3.8585
H 2.5008 -3.9473 1.6254
H 2.7439 -2.2016 -0.0765
S -4.5812 0.6474 -2.0039
C -2.8957 0.7163 -1.3862
C -2.1140 1.8284 -1.6584
C -0.8379 1.8716 -1.1217
N -0.3355 0.8923 -0.3726
C -1.0805 -0.1831 -0.1431
C -2.3709 -0.3183 -0.6284
C -5.3068 1.5729 -0.6473
C -5.5253 0.9667 0.5811
C -6.0418 1.7390 1.6108
N -6.3511 3.0258 1.4789
C -6.1599 3.5866 0.2902
C -5.6429 2.9083 -0.8056
H -2.4894 2.6337 -2.2736
H -0.1874 2.7200 -1.3071
H -0.6164 -0.9666 0.4461
H -2.9428 -1.2152 -0.4381
H -5.2959 -0.0795 0.7282
H -6.2170 1.3047 2.5892
H -6.4269 4.6353 0.2117
H -5.5015 3.4043 -1.7559
Se 4.1816 2.2729 -1.0216
C 5.2531 0.9018 -0.5711
N 5.9532 0.0204 -0.2958
Se 1.1660 -0.1698 -2.9077
C 2.5485 -1.2834 -3.5648
C 3.8244 -1.3344 -3.0064
C 4.7596 -2.2029 -3.5465
N 4.5252 -3.0086 -4.5813
C 3.3050 -2.9491 -5.1161
C 2.2992 -2.1195 -4.6574
H 4.1019 -0.7050 -2.1724
H 5.7584 -2.2514 -3.1239
H 3.1322 -3.6094 -5.9619
H 1.3215 -2.1075 -5.1211

=====

In a.u., the calculated total energy values for the records above are, in order, -3008.7034; -7490.8060; -4238.9804; -3771.3588; -2018.3005; -3556.3537; -9195.9161.
In Eh/bohr, the largest force on an atom values for the records above are, in order, 0.05242; 0.00647; 0.02407; 0.01411; 0.10274; 0.00532; 0.01909.